No. 1
107
Properties=species:S:1:pos:R:3:forces:R:3 method="wB97M-V/def2-TZVPD" lumo_energy_ha=-0.0649 multiplicity=1 total_energy_ev=-81329.3999
C -0.2025 -1.4535 2.2454 0.807 0.716 0.300
O -1.0686 -1.8779 1.1345 0.022 -0.389 2.377
C -2.1579 -2.7619 1.5772 -1.090 -1.444 -0.972
C -3.4910 -2.4647 0.6467 0.574 0.473 0.280
C -3.1126 -2.1954 -0.9573 -1.188 -0.374 0.295
C -2.3106 -3.4525 -1.6476 -0.623 0.488 -0.963
C -1.5508 -3.0296 -3.0724 0.881 -1.371 0.324
C -0.3155 -1.9928 -2.7775 -0.218 0.583 0.077
C -0.4817 -0.5075 -3.4676 0.485 0.447 1.198
C 0.4257 0.5346 -2.5252 2.709 0.777 1.927
C -0.0646 2.0908 -2.2461 4.714 -1.146 2.668
C 0.8953 3.0300 -1.2494 -0.458 -3.585 -1.818
Si 0.2636 4.8156 -0.8986 -0.747 0.981 0.446
C -1.6696 4.6487 -0.6034 -0.023 -1.349 -0.373
C 0.9925 5.4561 0.7731 1.055 -0.513 0.730
C 0.6390 6.1006 -2.2844 0.113 1.805 -0.640
C 2.2804 2.4614 -0.5760 1.999 -2.040 0.461
N 3.2994 3.1062 0.3378 -1.774 -4.464 -2.736
S 4.5184 1.8627 0.7113 -3.357 -0.164 -2.417
N 4.0579 0.3913 -0.1788 -4.856 5.741 -1.090
C 2.7735 0.9213 -0.8499 -0.722 -0.877 -0.485
C 1.8349 -0.0293 -1.8242 -1.840 2.716 -0.024
H 0.9396 -1.7360 2.0588 -2.319 0.510 0.049
H -0.2503 -0.2818 2.3012 0.137 -2.212 0.003
H -0.4776 -1.9029 3.2907 0.151 0.772 -2.051
H -2.4352 -2.6797 2.7113 0.711 0.076 -2.278
H -1.8273 -3.8830 1.3494 -0.563 2.119 0.558
H -4.2594 -3.3542 0.7383 1.690 1.742 -0.156
H -4.0135 -1.5161 1.1290 1.004 -1.897 -1.262
H -4.1636 -2.1235 -1.5182 2.228 -0.023 1.074
H -2.5966 -1.1517 -1.0907 -0.706 -2.153 0.330
H -1.5555 -3.9370 -0.8936 -1.362 0.975 -1.564
H -3.1270 -4.2529 -1.9671 1.719 1.470 0.920
H -2.3015 -2.6845 -3.9059 1.345 -0.328 1.812
H -1.0484 -4.0417 -3.4579 -1.333 2.401 0.761
H 0.7366 -2.4132 -3.1526 -2.404 0.634 1.028
H -0.3142 -1.8024 -1.5989 0.283 -0.525 -2.568
H -0.0695 -0.4581 -4.5831 -1.091 -0.129 2.465
H -1.6181 -0.1602 -3.4351 2.609 -0.631 -0.158
H -1.0712 2.4737 -2.7277 2.367 -0.716 1.229
H -2.1640 5.6447 -0.2388 0.822 -2.030 -0.754
H -2.0991 4.2459 -1.6278 0.447 1.093 2.099
H -1.7957 3.7491 0.1666 0.024 2.110 -1.424
H 2.1449 5.7061 0.6027 -2.557 -0.370 0.619
H 0.4051 6.3824 1.2007 1.275 -1.861 -0.870
H 0.9459 4.5384 1.5306 0.094 2.105 -1.368
H 0.0920 7.1101 -1.9578 0.951 -2.095 -0.560
H 1.7897 6.4007 -2.3727 -2.770 -0.882 0.189
H 0.1897 5.8317 -3.3416 1.092 0.400 2.196
H 2.2210 -1.1475 -1.9727 -1.249 2.812 0.277
O 7.9896 1.7715 1.1149 -0.136 0.145 -0.296
H 8.0885 1.8187 0.1522 -0.050 -0.098 0.242
H 7.0306 1.7423 1.2507 0.373 0.050 -0.006
O 0.7058 -4.5100 3.3103 0.331 0.246 -0.029
H 0.6226 -3.8563 2.5998 -0.137 -0.225 0.176
H 1.4028 -4.1501 3.8791 -0.277 -0.187 -0.113
O -2.6116 1.2871 -5.1310 0.097 0.230 -0.397
H -2.7204 0.9819 -6.0442 0.037 0.075 0.328
H -2.0007 2.0356 -5.2055 -0.174 -0.209 0.011
O -3.0663 -2.2933 4.5564 0.143 0.105 -0.146
H -2.7030 -1.5101 4.9964 -0.302 -0.398 0.013
H -3.0747 -2.9692 5.2508 0.202 0.281 -0.124
O -2.2968 5.5497 -3.8652 -0.280 0.351 -0.211
H -2.9642 6.0309 -3.3534 0.234 -0.206 -0.097
H -2.1609 6.1015 -4.6501 -0.009 -0.208 0.242
O 0.3027 -5.4110 -2.7183 0.457 -0.457 0.111
H 0.3816 -5.3409 -1.7551 -0.168 -0.118 -0.274
H 0.3852 -6.3608 -2.8915 -0.037 0.324 0.170
O 9.5392 4.6166 0.9622 -0.338 0.022 0.154
H 9.3611 3.6791 1.1306 -0.001 0.143 0.002
H 8.7155 5.0604 1.2145 0.284 -0.157 -0.108
O -1.0868 -7.0159 -0.7466 -0.301 -0.453 0.134
H -1.8946 -7.0499 -1.2807 0.257 0.170 0.123
H -1.1619 -7.7830 -0.1594 0.073 0.259 -0.185
O 4.4743 -0.4144 -3.3482 -0.011 -0.424 0.126
H 4.3852 -1.3720 -3.4669 0.105 0.332 -0.023
H 4.3401 -0.2828 -2.3976 0.159 0.070 -0.215
O -6.6468 -2.3762 0.4988 -0.369 0.330 -0.050
H -7.3142 -1.8951 1.0106 0.218 -0.158 -0.185
H -6.5109 -1.8245 -0.2861 0.011 -0.229 0.229
O -9.4364 -4.1657 0.5701 0.202 0.083 0.428
H -9.6441 -3.8190 1.4508 0.023 -0.170 -0.330
H -8.4778 -4.3054 0.5935 -0.203 0.145 -0.111
O -1.1276 -6.8346 3.9148 -0.022 -0.010 -0.213
H -1.2363 -7.1398 3.0016 -0.021 0.173 0.407
H -0.5166 -6.0861 3.8404 0.092 0.072 -0.140
O -1.7903 -4.7130 6.2069 -0.476 -0.151 0.166
H -2.4921 -4.8536 6.8600 0.298 0.033 -0.161
H -1.8770 -5.4666 5.6040 0.084 0.051 -0.067
O 1.6040 0.7411 -5.9900 -0.075 -0.350 0.162
H 1.6829 0.8112 -5.0268 0.129 0.053 -0.174
H 1.6865 -0.2087 -6.1632 0.059 0.356 0.025
O 3.8360 7.7272 -0.0742 0.111 -0.316 0.324
H 3.9149 7.7973 0.8890 -0.051 0.010 -0.334
H 3.9185 6.7774 -0.2474 -0.030 0.323 -0.031
O 10.3578 6.7655 -0.9957 0.182 0.282 0.408
H 10.7212 7.5487 -0.5557 -0.128 -0.271 -0.242
H 10.3495 6.0897 -0.3013 -0.082 -0.105 -0.158
O -3.5682 -1.7295 7.0925 -0.333 -0.154 0.700
H -4.5278 -1.7433 7.2264 0.335 0.056 -0.136
H -3.2159 -2.1764 7.8768 0.025 0.108 0.035
O 3.2015 5.3647 -3.4372 0.808 -0.269 -0.307
H 3.6441 5.6863 -4.2369 -0.141 -0.084 0.228
H 3.8423 4.7528 -3.0448 -0.204 0.109 -0.125
O -2.7115 -3.0151 9.8826 -0.098 -0.074 0.416
H -2.6443 -3.8801 10.3141 0.010 0.259 -0.236
H -2.8363 -2.3959 10.6173 0.054 -0.137 -0.298



No. 2
21
Properties=species:S:1:pos:R:3:forces:R:3 method="wB97M-V/def2-TZVPD" lumo_energy_ha=-0.0138 multiplicity=1 total_energy_ev=-14559.7598
O 5.9550 -11.4900 -21.7750 0.319 -0.844 -0.971
H 6.2450 -12.4230 -21.8190 -0.248 0.764 0.312
H 5.9940 -11.1830 -20.8780 0.142 0.039 0.827
O 3.1730 -11.0430 -22.1740 0.005 -0.121 0.150
H 4.1110 -11.1930 -21.9660 -0.448 -0.081 -0.254
H 2.7200 -11.8820 -22.0250 0.181 0.178 -0.017
O 6.2950 -7.6920 -21.3920 0.948 -0.982 -0.215
H 6.4980 -8.1570 -22.2510 -0.777 0.704 0.842
H 5.6710 -6.9910 -21.5320 -0.370 0.303 -0.298
O 9.1090 -8.7210 -21.7600 -2.480 0.175 1.564
H 8.5430 -9.0170 -20.9870 0.653 0.985 -1.166
H 9.7630 -9.3750 -21.7770 1.946 -1.454 -0.227
O 4.8180 -7.9690 -24.5600 -1.175 0.700 -0.348
H 5.0090 -7.0880 -24.2250 0.134 -0.152 -0.058
H 5.5840 -8.5010 -24.4100 0.963 -0.418 0.284
O 9.7740 -6.0340 -21.8000 0.451 -0.549 -0.315
H 10.6730 -6.2480 -22.0990 -0.301 0.404 0.152
H 9.3590 -6.9150 -21.8460 -0.039 0.553 0.183
O 6.9990 -9.3690 -23.3730 0.335 1.050 -1.029
H 6.7000 -10.1850 -23.0140 -0.581 -1.280 0.618
H 7.8810 -9.2150 -23.0170 0.343 0.025 -0.035



No. 3
65
Properties=species:S:1:pos:R:3:forces:R:3 method="wB97M-V/def2-TZVPD" lumo_energy_ha=-0.0263 multiplicity=1 total_energy_ev=-48620.3182
Ba 0.2197 -0.2359 -0.5381 0.528 -0.322 -0.108
C -2.3206 -4.0026 -0.5544 0.031 0.009 -0.021
C -2.8365 -2.7396 0.0358 0.116 0.034 0.001
N -2.2857 -1.5460 -0.0832 -0.003 -0.107 0.056
C -3.0608 -0.6908 0.6726 -0.209 0.042 -0.008
C -4.1013 -1.3850 1.2298 0.031 0.088 -0.048
N -3.9306 -2.6781 0.8158 -0.091 -0.056 -0.098
C -5.2227 -1.0969 2.1647 0.532 -0.176 0.497
O -5.3204 0.1233 2.6317 0.011 0.298 -0.269
O -5.9131 -2.0199 2.5350 -0.241 0.053 -0.199
C -2.6704 0.7447 0.8530 0.050 -0.401 -0.029
O -3.3586 1.4757 1.5687 -0.210 0.109 0.041
O -1.5942 1.0562 0.2566 -0.370 0.706 0.124
H -1.3794 -3.8043 -1.0617 -0.003 -0.007 -0.009
H -3.0190 -4.4267 -1.2763 -0.024 0.001 0.005
H -2.1356 -4.7396 0.2263 0.011 -0.027 0.028
H -4.5524 -3.4251 1.0892 0.022 0.028 0.041
H -4.6090 0.7320 2.2345 -0.081 -0.191 0.064
C 4.5151 4.2673 -0.5881 -0.022 0.001 0.017
C 3.9023 2.8901 -0.8184 0.003 -0.050 -0.009
P 2.0904 2.7355 -0.5343 -0.094 -0.180 0.089
C 1.4014 4.0840 -1.5773 0.019 0.062 -0.074
C -0.1071 3.9510 -1.7753 -0.017 0.008 -0.017
C 1.9247 3.3770 1.1864 0.152 0.077 0.009
C 0.6195 3.0136 1.8861 -0.018 -0.001 0.005
H 5.5881 4.2527 -0.7779 0.030 -0.015 -0.008
H 4.3672 4.6020 0.4379 0.003 0.003 0.029
H 4.0744 5.0136 -1.2481 -0.006 0.027 -0.029
H 4.3661 2.1443 -0.1658 0.022 0.025 -0.002
H 4.0910 2.5501 -1.8408 -0.002 0.022 0.002
H 1.9115 4.0252 -2.5443 -0.020 -0.004 0.004
H 1.6526 5.0596 -1.1533 -0.011 -0.029 0.043
H -0.3501 3.0271 -2.3038 -0.012 -0.023 -0.010
H -0.5002 4.7785 -2.3659 -0.004 0.015 -0.003
H -0.6456 3.9281 -0.8288 -0.007 0.010 0.022
H 2.0776 4.4602 1.1814 -0.022 -0.011 -0.021
H 2.7658 2.9493 1.7420 -0.022 -0.013 0.012
H -0.2577 3.3863 1.3613 -0.035 0.015 -0.029
H 0.6069 3.4273 2.8942 -0.004 0.012 0.023
H 0.5122 1.9330 1.9789 0.009 -0.042 0.012
C 4.4478 -0.3741 6.0698 -0.011 -0.003 -0.026
C 5.0223 0.2480 4.9710 -0.024 -0.015 0.016
C 4.3453 0.2787 3.7626 0.006 -0.001 0.026
C 3.0912 -0.3163 3.6125 0.020 0.067 -0.001
C 2.5203 -0.9251 4.7306 -0.079 -0.052 0.047
C 3.1930 -0.9538 5.9418 0.017 0.013 -0.004
C 2.4372 -0.2480 2.2860 0.077 -0.026 -0.084
C 1.4482 -0.9754 1.7551 -0.062 -0.084 -0.020
C 0.7381 -2.0617 2.4405 -0.131 0.175 -0.111
C -0.5921 -1.8587 2.8431 -0.016 -0.046 0.057
C -1.3532 -2.8840 3.3827 0.049 0.032 -0.018
C -0.8157 -4.1576 3.5193 0.007 -0.013 -0.004
C 0.4968 -4.3797 3.1205 0.013 0.037 -0.014
C 1.2625 -3.3516 2.5916 0.022 -0.067 -0.069
H 4.9676 -0.4018 7.0177 0.021 0.005 0.030
H 5.9959 0.7116 5.0558 0.045 0.018 0.006
H 4.7976 0.7682 2.9071 0.011 0.011 -0.027
H 1.5384 -1.3732 4.6591 0.041 0.026 0.000
H 2.7286 -1.4295 6.7950 -0.016 -0.020 0.042
H 2.8927 0.5277 1.6593 0.031 -0.016 -0.026
H -1.0243 -0.8675 2.7483 0.009 0.024 0.003
H -2.3680 -2.6804 3.7007 -0.057 -0.013 0.023
H -1.4030 -4.9618 3.9404 -0.035 -0.027 0.019
H 0.9342 -5.3638 3.2317 0.010 -0.032 0.007
H 2.2871 -3.5413 2.2941 0.017 0.017 -0.007